Record 1
{"formula": "C4H5N2OS", "method": "wB97M-V/def2-TZVPD", "homo_lumo_gap_ha": [0.2610, 0.2745], "e_above_lowest_ev": 4.5474, "smiles": "O=C1C=[N+]=C[NH2+][C@@H]1[S-]", "charge": 1, "elements": ["C", "C", "C", "C", "N", "N", "O", "S", "H", "H", "H", "H", "H"], "coordinates": [[-1.04, -1.45, 0.86], [-1.80, -0.85, -0.19], [-1.13, 0.55, -0.54], [0.66, 0.07, 1.17], [0.01, -0.96, 1.51], [0.36, 0.57, -0.32], [-2.77, -1.31, -0.73], [-1.96, 1.48, 0.62], [-1.48, -2.35, 1.29], [-1.41, 0.55, -1.53], [1.27, 0.51, 1.96], [0.97, -0.13, -0.71], [0.65, 1.51, -0.65]]}

Record 2
{"formula": "C4H5N2P", "method": "wB97M-V/def2-TZVPD", "homo_lumo_gap_ha": 0.3332, "e_above_lowest_ev": 3.0181, "elements": ["C", "C", "C", "C", "N", "N", "P", "H", "H", "H", "H", "H"], "coordinates": [[0.94, 0.28, -1.00], [1.48, -0.50, -0.11], [-0.93, 0.93, 0.25], [-0.38, 0.13, 1.21], [-0.56, 0.40, -1.00], [0.29, -1.01, 0.76], [-0.85, -1.33, -0.75], [1.58, 0.93, -1.75], [2.44, -0.89, -0.03], [-1.63, 1.74, 0.27], [-0.38, 0.37, 2.28], [-2.00, -1.08, -0.12]]}

Record 3
{"formula": "C4H5N3", "method": "wB97M-V/def2-TZVPD", "homo_lumo_gap_ha": 0.3732, "e_above_lowest_ev": 3.0340, "smiles": "[H]/N=C/N=C\\CC#N", "elements": ["N", "C", "C", "C", "N", "C", "N", "H", "H", "H", "H", "H"], "coordinates": [[2.42, -0.63, 1.25], [1.58, -0.66, 0.45], [0.62, -1.01, -0.58], [-0.80, -0.59, -0.74], [-1.58, 0.11, -0.03], [-1.02, 1.21, 0.63], [0.18, 1.56, 0.44], [1.13, -1.17, -1.54], [-1.23, -1.17, -1.56], [0.10, -1.95, -0.24], [-1.78, 1.80, 1.13], [0.37, 2.49, 0.81]]}

Record 4
{"formula": "C4H5N3", "method": "wB97M-V/def2-TZVPD", "homo_lumo_gap_ha": 0.3605, "e_above_lowest_ev": 1.3039, "smiles": "Nc1cncnc1", "elements": ["N", "C", "C", "N", "C", "N", "C", "H", "H", "H", "H", "H"], "coordinates": [[0.52, 0.76, -1.76], [0.27, 0.49, -0.40], [1.12, -0.20, 0.46], [0.61, -1.01, 1.39], [-0.71, -1.02, 1.50], [-1.53, -0.07, 1.03], [-1.01, 0.73, 0.11], [1.43, 0.42, -2.04], [-0.16, 0.18, -2.24], [2.21, -0.15, 0.37], [-1.17, -1.88, 1.97], [-1.62, 1.53, -0.29]]}

Record 5
{"formula": "C4H5N3", "method": "wB97M-V/def2-TZVPD", "homo_lumo_gap_ha": 0.4124, "e_above_lowest_ev": 2.1903, "smiles": "CNC(C#N)C#N", "elements": ["C", "N", "C", "C", "N", "C", "N", "H", "H", "H", "H", "H"], "coordinates": [[-1.63, 0.08, 0.20], [-0.45, -0.74, -0.21], [0.88, -0.36, 0.23], [1.92, -0.74, -0.77], [2.69, -1.00, -1.61], [0.97, 1.10, 0.51], [0.80, 2.20, 0.83], [-2.51, -0.28, -0.34], [-1.49, 1.12, -0.05], [-1.93, 0.04, 1.26], [-0.44, -0.61, -1.22], [1.17, -0.82, 1.18]]}

Record 6
{"formula": "C4H5N3", "method": "wB97M-V/def2-TZVPD", "homo_lumo_gap_ha": 0.3955, "e_above_lowest_ev": 2.0532, "smiles": "CNC(C#N)C#N", "elements": ["C", "N", "C", "C", "N", "C", "N", "H", "H", "H", "H", "H"], "coordinates": [[-1.69, -0.05, 0.01], [-0.41, 0.66, 0.06], [0.78, -0.13, 0.35], [1.09, -0.93, -0.85], [1.17, -1.50, -1.85], [1.93, 0.72, 0.74], [2.82, 1.37, 1.06], [-1.59, -1.07, 0.39], [-2.13, -0.12, -1.00], [-2.40, 0.49, 0.65], [-0.27, 1.28, -0.72], [0.58, -0.81, 1.19]]}

Record 7
{"formula": "C4H5N3", "method": "wB97M-V/def2-TZVPD", "homo_lumo_gap_ha": 0.3295, "e_above_lowest_ev": 5.2332, "elements": ["N", "C", "N", "C", "C", "C", "N", "H", "H", "H", "H", "H"], "coordinates": [[2.60, -0.41, 0.12], [0.38, -0.26, 0.04], [1.04, -1.28, 0.09], [-1.24, -0.88, 0.23], [-1.90, 0.27, 0.16], [-0.95, 1.36, -0.07], [0.32, 1.10, -0.14], [2.66, 0.35, -0.59], [3.02, -1.20, -0.34], [-1.69, -1.89, 0.44], [-2.96, 0.46, 0.26], [-1.27, 2.39, -0.20]]}

Record 8
{"formula": "C4H5N3", "method": "wB97M-V/def2-TZVPD", "homo_lumo_gap_ha": 0.3575, "e_above_lowest_ev": 2.7811, "smiles": "C=Cc1c[nH]nn1", "elements": ["C", "C", "C", "C", "H", "H", "H", "H", "H", "N", "N", "N"], "coordinates": [[2.12, 0.17, 0.13], [1.24, -0.78, -0.17], [-0.19, -0.41, -0.14], [-0.82, 0.87, -0.15], [3.14, -0.22, 0.37], [1.91, 1.16, 0.14], [1.53, -1.86, -0.21], [-0.58, 1.88, -0.11], [-2.89, 0.99, 0.06], [-2.08, 0.46, -0.01], [-2.30, -0.86, 0.13], [-1.06, -1.38, -0.03]]}

Record 9
{"formula": "C4H5N3", "method": "wB97M-V/def2-TZVPD", "homo_lumo_gap_ha": 0.3726, "e_above_lowest_ev": 2.4927, "smiles": "N#C[C@H]1CN=CN1", "elements": ["N", "C", "C", "C", "N", "C", "N", "H", "H", "H", "H", "H"], "coordinates": [[-1.34, 2.05, -1.69], [-0.87, 1.08, -1.26], [-0.28, -0.16, -0.72], [1.14, 0.11, -0.17], [0.99, 0.22, 1.25], [-0.10, -0.35, 1.57], [-0.96, -0.68, 0.48], [-0.27, -0.90, -1.52], [1.78, -0.77, -0.33], [1.65, 1.00, -0.52], [0.24, -0.89, 2.44], [-1.97, -0.71, 0.47]]}

Record 10
{"formula": "C4H5N3", "method": "wB97M-V/def2-TZVPD", "homo_lumo_gap_ha": 0.4090, "e_above_lowest_ev": 4.6974, "smiles": "N#CCNCC#N", "elements": ["C", "C", "C", "C", "H", "H", "H", "H", "H", "N", "N", "N"], "coordinates": [[1.17, 0.94, 1.14], [-0.20, 1.15, 0.31], [-0.61, -0.79, -0.42], [0.53, -1.71, -0.19], [-0.94, 0.69, 1.16], [-0.46, 2.18, 0.05], [-0.87, 0.86, -1.78], [-0.98, -1.51, -1.31], [-1.26, -0.88, 0.58], [2.18, 0.71, 1.63], [-0.15, 0.57, -0.97], [1.60, -2.23, -0.19]]}

Record 11
{"formula": "C4H5N3", "method": "wB97M-V/def2-TZVPD", "homo_lumo_gap_ha": 0.3644, "e_above_lowest_ev": 0.1860, "smiles": "Nc1ncccn1", "elements": ["N", "C", "N", "C", "C", "C", "N", "H", "H", "H", "H", "H"], "coordinates": [[2.28, -0.33, -0.18], [0.96, -0.11, 0.13], [0.23, -1.18, 0.46], [-1.08, -1.00, 0.42], [-1.67, 0.21, 0.06], [-0.79, 1.29, -0.02], [0.53, 1.16, 0.03], [2.69, 0.44, -0.69], [2.43, -1.23, -0.60], [-1.69, -1.87, 0.68], [-2.73, 0.31, -0.13], [-1.16, 2.30, -0.15]]}

Record 12
{"formula": "C4H5N3", "method": "wB97M-V/def2-TZVPD", "homo_lumo_gap_ha": 0.3848, "e_above_lowest_ev": 5.8760, "smiles": "N#CCNCC#N", "elements": ["C", "C", "C", "C", "H", "H", "H", "H", "H", "N", "N", "N"], "coordinates": [[1.40, -0.77, -0.51], [1.25, 0.60, 0.16], [-1.01, 1.24, 0.69], [-1.74, -0.08, 0.11], [1.61, 0.25, 1.16], [2.16, 1.29, -0.30], [0.42, 2.43, -0.05], [-1.71, 2.10, 0.78], [-0.58, 0.70, 1.51], [1.32, -1.86, -0.78], [0.25, 1.51, -0.06], [-1.75, -1.45, 0.00]]}

Record 13
{"formula": "C4H5N3", "method": "wB97M-V/def2-TZVPD", "homo_lumo_gap_ha": 0.3481, "e_above_lowest_ev": 3.2615, "elements": ["N", "C", "C", "N", "C", "N", "C", "H", "H", "H", "H", "H"], "coordinates": [[1.85, -1.33, 0.16], [1.33, -0.13, 0.06], [-0.18, -0.23, -0.19], [-0.81, 0.06, 1.09], [-1.43, 1.16, 0.89], [-1.37, 1.73, -0.41], [-0.64, 0.90, -1.06], [1.32, -2.21, 0.09], [2.83, -1.44, 0.38], [-0.53, -1.21, -0.57], [-1.99, 1.67, 1.67], [-0.38, 1.04, -2.10]]}

Record 14
{"formula": "C4H5N3", "method": "wB97M-V/def2-TZVPD", "homo_lumo_gap_ha": 0.2947, "e_above_lowest_ev": 4.6362, "elements": ["N", "C", "C", "C", "N", "C", "N", "H", "H", "H", "H", "H"], "coordinates": [[-2.11, 1.45, -1.34], [-1.38, 0.57, -1.19], [-0.38, -0.43, -0.87], [1.59, 0.79, -0.08], [1.30, 0.36, 1.12], [0.43, -0.53, 1.41], [-0.51, -0.92, 0.47], [-0.23, -1.20, -1.63], [0.89, 0.06, -0.92], [1.49, 1.88, -0.20], [0.36, -0.96, 2.40], [-1.45, -1.06, 0.83]]}

Record 15
{"formula": "C4H5N3", "method": "wB97M-V/def2-TZVPD", "homo_lumo_gap_ha": [0.2210, 0.2210], "e_above_lowest_ev": 8.0126, "elements": ["C", "C", "C", "C", "N", "N", "N", "H", "H", "H", "H", "H"], "coordinates": [[-1.05, -0.60, 0.41], [-1.43, 0.33, -1.50], [1.96, 0.17, 0.26], [0.86, 0.81, 0.64], [-1.27, 0.68, 0.63], [-1.56, 1.27, -0.60], [-1.10, -0.93, -0.95], [-0.86, -1.25, 1.25], [2.92, 0.56, 0.19], [1.79, -0.81, -0.21], [0.62, 1.52, 1.38], [-0.89, -1.75, -1.49]]}

Record 16
{"formula": "C4H5N3", "method": "wB97M-V/def2-TZVPD", "homo_lumo_gap_ha": 0.3448, "e_above_lowest_ev": 1.9815, "smiles": "Nc1ncccn1", "elements": ["N", "C", "N", "C", "C", "C", "N", "H", "H", "H", "H", "H"], "coordinates": [[2.28, -0.39, -0.25], [0.88, -0.26, -0.35], [0.22, -1.25, 0.20], [-1.13, -1.03, 0.31], [-1.68, 0.20, 0.20], [-0.83, 1.32, -0.08], [0.31, 1.09, -0.68], [2.89, 0.08, -0.90], [2.64, -0.48, 0.69], [-1.75, -1.90, 0.50], [-2.75, 0.29, 0.03], [-1.08, 2.34, 0.33]]}

Record 17
{"formula": "C4H5N3", "method": "wB97M-V/def2-TZVPD", "homo_lumo_gap_ha": 0.3224, "e_above_lowest_ev": 3.9037, "elements": ["N", "C", "C", "C", "N", "C", "N", "H", "H", "H", "H", "H"], "coordinates": [[2.23, -1.14, 1.13], [1.64, -0.62, 0.28], [0.86, 0.10, -0.75], [-1.62, -1.42, -0.19], [-1.59, -0.27, 0.33], [-1.12, 0.90, 0.41], [0.11, 1.22, -0.21], [1.52, 0.43, -1.55], [0.15, -0.60, -1.20], [-1.20, -2.17, 0.51], [-1.65, 1.72, 0.89], [0.67, 1.84, 0.36]]}

Record 18
{"formula": "C4H5N3O", "method": "wB97M-V/def2-TZVPD", "homo_lumo_gap_ha": 0.3543, "e_above_lowest_ev": 6.9446, "smiles": "C1=NN[C@H]2C=NO[C@H]12", "elements": ["C", "C", "C", "C", "H", "H", "H", "H", "H", "N", "N", "N", "O"], "coordinates": [[1.24, -1.13, 0.22], [-0.12, -0.88, -0.20], [-1.39, 0.99, 0.01], [-0.08, 0.53, 0.33], [1.38, 1.62, -0.84], [1.34, -2.13, 0.50], [0.00, -0.78, -1.29], [-1.77, 1.93, 0.19], [-0.18, 0.56, 1.42], [1.26, 0.90, -0.14], [2.05, -0.25, -0.08], [-2.18, -0.03, -0.09], [-1.55, -1.32, -0.04]]}

Record 19
{"formula": "C4H5N3O", "method": "wB97M-V/def2-TZVPD", "homo_lumo_gap_ha": 0.2844, "e_above_lowest_ev": 3.5570, "smiles": "N/N=c1/ccocn1", "elements": ["C", "C", "C", "C", "H", "H", "H", "H", "H", "N", "N", "N", "O"], "coordinates": [[-0.53, 0.31, -0.15], [0.48, 1.31, -0.17], [1.69, 0.88, 0.16], [1.09, -1.30, -0.12], [-3.57, -0.20, 0.24], [-2.27, -1.24, 0.33], [0.20, 2.44, -0.16], [2.58, 1.56, 0.57], [1.47, -2.28, -0.15], [-2.58, -0.34, 0.12], [-1.78, 0.71, -0.05], [-0.15, -1.02, -0.02], [2.09, -0.37, 0.06]]}

Record 20
{"formula": "C4H5N3O", "method": "wB97M-V/def2-TZVPD", "homo_lumo_gap_ha": 0.3708, "e_above_lowest_ev": 6.5279, "smiles": "O=C1NN=C[C@@H]2N[C@@H]12", "elements": ["C", "C", "C", "C", "H", "H", "H", "H", "H", "N", "N", "N", "O"], "coordinates": [[1.57, 0.01, 0.06], [-1.34, -0.84, -0.07], [-0.95, 0.52, 0.42], [0.22, 0.87, -0.51], [1.37, -2.12, 0.06], [-2.31, -1.18, -0.07], [-0.84, 0.56, 1.64], [-0.39, 2.42, 0.41], [0.20, 0.49, -1.52], [0.91, -1.26, 0.16], [-0.43, -1.61, -0.35], [-0.75, 1.75, -0.21], [2.73, 0.40, -0.02]]}